1.
Formula: C6H10OS2
Source: the Open Molecules 2025 dataset
Level of theory: the ωB97M-V functional and the def2-TZVPD basis

HOMO level	-7.0	eV
HOMO-LUMO gap	5.67	eV

Element x y z (Å)
C1 -1.746 -3.502 -1.441
C2 -1.295 -1.259 -1.004
C3 -1.867 -0.030 -0.360
C4 1.940 3.048 2.497
C5 2.698 2.473 1.558
C6 2.181 1.953 0.288
H1 -1.532 -3.391 -2.515
H2 -2.527 -4.249 -1.308
H3 -0.828 -3.844 -0.936
H4 -0.344 -1.509 -0.503
H5 -1.053 -1.047 -2.058
H6 -2.785 -0.215 0.202
H7 2.372 3.417 3.422
H8 0.869 3.161 2.357
H9 3.771 2.376 1.712
H10 2.943 1.516 -0.361
O1 -2.223 -2.303 -0.883
S1 -1.217 1.441 -0.439
S2 0.644 1.964 -0.228

Atomic partial charges in e from the Löwdin method, atoms 1 to 2:
1 C -0.11
2 C -0.31

2.
Formula: C11H14F3N
Source: the Open Molecules 2025 dataset
Level of theory: the ωB97M-V functional and the def2-TZVPD basis

HOMO level	-9.3	eV
SMILES string	CC(C)[C@](N)(c1ccccc1)C(F)(F)F
HOMO-LUMO gap	10.15	eV

Element x y z (Å)
C1 -2.208 1.842 -1.133
C2 -1.170 0.662 -0.977
C3 -0.476 0.430 -2.313
C4 -0.208 0.872 0.222
N1 0.749 2.000 0.108
C5 0.671 -0.587 0.451
C6 -0.071 -1.815 0.599
C7 0.667 -2.926 1.055
C8 2.061 -2.902 0.922
C9 2.772 -1.814 0.627
C10 2.101 -0.611 0.380
C11 -0.904 0.947 1.576
F1 0.001 0.772 2.523
F2 -1.833 0.040 1.865
F3 -1.539 2.059 1.786
H1 -1.871 2.791 -1.489
H2 -2.796 1.938 -0.201
H3 -2.850 1.614 -1.924
H4 -1.951 -0.076 -0.709
H5 0.246 -0.290 -2.449
H6 -1.141 0.134 -3.079
H7 -0.114 1.296 -2.757
H8 0.312 2.834 0.149
H9 1.484 1.891 0.789
H10 -1.139 -1.907 0.673
H11 0.195 -3.938 1.273
H12 2.585 -3.797 1.451
H13 3.840 -1.789 0.539
H14 2.586 0.330 0.044

Atomic partial charges in e from the Löwdin method, atoms 1 to 2:
1 C -0.05
2 C -0.30

3.
Formula: C9H24AuClI2N2P2S
Source: the Open Molecules 2025 dataset
Level of theory: the ωB97M-V functional and the def2-TZVPD basis

HOMO level (alpha / beta)	-13.3 / -14.8	eV
<S²>	2.0482
total charge	+2
spin multiplicity	3
HOMO-LUMO gap (alpha / beta)	4.23 / 4.38	eV

Element x y z (Å)
I1 0.104 1.513 -4.798
I2 -0.234 2.545 -2.107
Au1 -0.029 -0.033 -0.957
P1 -2.375 -0.064 -1.168
C1 -3.026 1.125 0.021
C2 -3.027 0.414 -2.793
H1 -4.120 0.296 -2.804
H2 -4.214 -1.604 -0.860
H3 -2.538 -0.221 -3.545
H4 -2.697 -2.383 -1.463
H5 -2.666 2.095 -0.336
H6 -2.787 1.463 -3.011
C3 -3.119 -1.667 -0.743
H7 -4.119 1.082 0.058
H8 -2.869 -1.988 0.281
H9 -2.596 0.912 1.005
P2 2.314 -0.053 -1.149
C4 2.947 1.123 0.061
C5 3.070 -1.659 -0.750
H10 2.553 -0.191 -3.513
H11 4.089 0.405 -2.767
H12 2.685 1.499 -2.957
C6 2.992 0.466 -2.752
H13 2.649 -2.359 -1.487
H14 4.164 -1.585 -0.870
H15 4.040 1.086 0.103
H16 2.507 0.892 1.037
H17 2.823 -2.006 0.266
H18 2.583 2.093 -0.291
Cl1 -0.114 -1.551 -2.933
S1 -0.005 -1.727 0.887
C7 0.038 -0.789 2.313
N1 1.161 -0.392 2.924
C8 0.866 0.291 4.191
C9 -0.657 0.350 4.194
N2 -1.025 -0.319 2.971
H19 2.051 -0.761 2.577
H20 1.307 1.298 4.195
H21 1.280 -0.242 5.054
H22 -0.994 1.386 4.204
H23 -1.080 -0.128 5.080
H24 -1.931 -0.615 2.633

Atomic partial charges in e from the Löwdin method, atoms 1 to 2:
1 I 0.27
2 I 0.41

4.
Formula: C34H26INNiO4P
Source: the Open Molecules 2025 dataset
Level of theory: the ωB97M-V functional and the def2-TZVPD basis

HOMO level (alpha / beta)	-7.5 / -7.0	eV
<S²>	0.7572
spin multiplicity	2
HOMO-LUMO gap (alpha / beta)	7.31 / 6.81	eV

Element x y z (Å)
Ni1 -0.117 -0.963 -0.088
I1 -1.801 -0.463 1.876
C1 -0.797 1.039 2.945
C2 -0.908 0.864 4.300
C3 -0.502 1.852 5.214
C4 -0.055 3.042 4.730
C5 0.074 3.254 3.334
C6 0.486 4.539 2.904
C7 0.627 4.820 1.580
C8 0.454 3.780 0.653
C9 0.084 2.506 1.010
P1 0.319 1.245 -0.337
C10 -0.729 1.869 -1.694
C11 -1.753 2.795 -1.540
C12 -2.593 3.096 -2.607
C13 -2.416 2.476 -3.833
C14 -1.398 1.543 -3.994
C15 -0.568 1.234 -2.931
C16 2.020 1.655 -0.862
C17 3.043 0.991 -0.185
C18 4.369 1.254 -0.495
C19 4.683 2.159 -1.500
C20 3.668 2.798 -2.197
C21 2.341 2.549 -1.879
C22 -0.216 2.226 2.391
H1 -1.354 -0.042 4.688
H2 -0.598 1.670 6.276
H3 0.209 3.856 5.394
H4 0.672 5.292 3.661
H5 0.921 5.803 1.237
H6 0.670 3.992 -0.386
H7 -1.905 3.288 -0.588
H8 -3.388 3.818 -2.472
H9 -3.075 2.708 -4.660
H10 -1.260 1.043 -4.944
H11 0.202 0.479 -3.053
H12 2.797 0.251 0.569
H13 5.156 0.738 0.039
H14 5.718 2.354 -1.750
H15 3.908 3.490 -2.994
H16 1.555 3.048 -2.433
O1 1.416 -1.555 1.334
N1 1.480 -2.845 1.565
C23 1.920 -3.688 0.608
C24 1.962 -5.045 0.849
C25 1.572 -5.545 2.080
C26 1.138 -4.655 3.052
C27 1.096 -3.309 2.772
H17 2.159 -3.214 -0.331
H18 2.291 -5.690 0.048
H19 1.600 -6.607 2.278
H20 0.821 -4.991 4.029
H21 0.765 -2.540 3.453
O2 -2.206 -5.205 -2.400
C28 -2.603 -3.972 -2.064
C29 -3.972 -3.723 -1.929
C30 -4.425 -2.461 -1.597
C31 -3.532 -1.411 -1.397
C32 -2.179 -1.666 -1.526
C33 -1.685 -2.930 -1.838
C34 -0.198 -3.174 -1.885
O3 0.221 -4.274 -2.294
O4 0.558 -2.241 -1.468
H22 -1.209 -5.148 -2.486
H23 -4.661 -4.540 -2.097
H24 -5.491 -2.290 -1.503
H25 -3.884 -0.415 -1.160
H26 -1.492 -0.813 -1.475

Atomic partial charges in e from the Löwdin method, atoms 1 to 2:
1 Ni -0.04
2 I 1.21

5.
Formula: C14H8Br2Cl2LuN2O7S
Source: the Open Molecules 2025 dataset
Level of theory: the ωB97M-V functional and the def2-TZVPD basis

HOMO level (alpha / beta)	-5.3 / -5.3	eV
total charge	-1
HOMO-LUMO gap (alpha / beta)	5.80 / 5.80	eV

Element x y z (Å)
Lu1 0.000 0.000 0.000
Br1 -1.185 -0.735 -2.348
C1 -0.344 0.939 -3.444
Br2 0.768 1.875 -1.832
H1 -1.145 1.617 -3.838
H2 0.335 0.594 -4.265
Cl1 1.637 -1.819 -0.764
C2 3.259 -1.552 -0.222
C3 4.222 -2.498 -0.594
C4 5.546 -2.346 -0.192
C5 5.902 -1.244 0.582
C6 4.944 -0.288 0.962
Cl2 5.547 1.028 1.928
C7 3.602 -0.436 0.558
S1 2.358 0.694 0.981
H3 3.936 -3.354 -1.198
H4 6.293 -3.078 -0.480
H5 6.935 -1.124 0.896
O1 -0.943 1.169 4.033
C8 -1.014 1.088 2.753
O2 -0.203 0.413 2.046
C9 -2.162 1.878 2.089
C10 -2.993 2.629 2.968
C11 -4.060 3.385 2.493
C12 -4.334 3.422 1.135
C13 -3.514 2.681 0.271
C14 -2.409 1.881 0.676
O3 -1.704 1.224 -0.159
N1 -3.876 2.779 -1.143
O4 -4.793 2.040 -1.550
O5 -3.429 3.753 -1.781
N2 -4.901 4.145 3.420
O6 -5.831 4.816 2.940
O7 -4.656 4.090 4.635
H6 -2.771 2.597 4.035
H7 -5.158 4.002 0.731
H8 -0.921 -1.623 0.747

Atomic partial charges in e from the Löwdin method, atoms 1 to 2:
1 Lu 0.64
2 Br 0.52

6.
Formula: C3H4BrO3Pd
Source: the Open Molecules 2025 dataset
Level of theory: the ωB97M-V functional and the def2-TZVPD basis

HOMO level (alpha / beta)	-13.5 / -13.5	eV
<S²>	2.0135
total charge	+1
spin multiplicity	3
HOMO-LUMO gap (alpha / beta)	6.61 / 3.36	eV

Element x y z (Å)
Pd1 1.435 5.014 0.322
Br1 2.548 2.875 -0.601
C1 -0.182 -0.718 0.962
C2 0.317 -0.248 -0.400
O1 -0.761 -0.626 -1.237
C3 -1.534 -1.545 -0.621
O2 -2.422 -2.116 -1.125
O3 -1.083 -1.750 0.659
H1 -0.646 0.104 1.514
H2 0.640 -1.101 1.570
H3 1.262 -0.726 -0.661
H4 0.424 0.839 -0.383

Atomic partial charges in e from the Löwdin method, atoms 1 to 2:
1 Pd 0.68
2 Br 0.35

7.
Formula: C15H13CaF6N4O7S3
Source: the Open Molecules 2025 dataset
Level of theory: the ωB97M-V functional and the def2-TZVPD basis

HOMO level	-5.0	eV
total charge	-1
HOMO-LUMO gap	7.79	eV

Element x y z (Å)
Ca1 -0.636 0.151 1.223
F1 -2.880 2.779 1.626
C1 -2.390 3.227 2.775
F2 -3.396 3.699 3.514
F3 -1.530 4.210 2.537
S1 -1.508 1.885 3.720
O1 -0.179 1.805 3.130
O2 -1.617 2.230 5.100
N1 -2.368 0.650 3.233
S2 -2.050 -0.763 3.874
O3 -0.762 -1.232 3.389
O4 -2.385 -0.926 5.250
C2 -3.282 -1.726 2.903
F4 -4.525 -1.363 3.206
F5 -3.127 -3.018 3.172
F6 -3.078 -1.520 1.599
S3 -0.009 -2.510 0.141
C3 1.515 -2.044 0.833
C4 2.517 -2.979 1.165
C5 3.691 -2.548 1.732
C6 3.883 -1.190 1.987
C7 2.860 -0.332 1.658
N2 1.715 -0.735 1.093
H1 2.334 -4.025 0.965
H2 4.463 -3.266 1.985
H3 4.792 -0.816 2.437
H4 2.944 0.733 1.841
N3 -1.183 -1.467 -2.996
C8 -0.559 -0.883 -4.032
O5 -1.066 -0.757 -5.140
C9 0.833 -0.375 -3.772
C10 1.657 -0.128 -4.859
C11 2.931 0.357 -4.634
C12 3.326 0.588 -3.323
N4 2.544 0.380 -2.268
C13 1.320 -0.095 -2.499
H5 -2.160 -1.678 -3.104
H6 -0.781 -1.548 -2.069
H7 1.276 -0.317 -5.854
H8 3.609 0.558 -5.454
H9 4.320 0.966 -3.109
H10 0.690 -0.242 -1.629
C14 -1.854 2.375 -2.167
C15 -1.483 1.606 -0.924
O6 -2.019 0.481 -0.709
O7 -0.620 2.101 -0.139
H11 -2.688 1.902 -2.678
H12 -0.987 2.399 -2.830
H13 -2.095 3.403 -1.900

Atomic partial charges in e from the Löwdin method, atoms 1 to 2:
1 Ca 1.29
2 F 0.15

8.
Formula: C49H44N5O7P5SSe2V
Source: the Open Molecules 2025 dataset
Level of theory: the ωB97M-V functional and the def2-TZVPD basis

HOMO level (alpha / beta)	-1.9 / -2.5	eV
<S²>	3.7585
total charge	-2
spin multiplicity	4
HOMO-LUMO gap (alpha / beta)	5.57 / 6.14	eV

Element x y z (Å)
V1 3.325 -0.654 -0.654
S1 1.974 0.544 -2.585
C1 3.014 -0.582 -3.385
C2 3.233 -0.667 -4.768
C3 4.085 -1.634 -5.256
C4 4.715 -2.518 -4.382
C5 4.458 -2.381 -3.032
N1 3.629 -1.454 -2.559
H1 2.738 0.040 -5.420
H2 4.264 -1.704 -6.324
H3 5.406 -3.272 -4.731
H4 4.915 -3.019 -2.286
O1 7.161 1.530 -0.843
P1 6.165 0.257 -0.925
O2 6.712 -0.773 -1.831
O3 4.784 0.821 -1.088
O4 6.247 -0.284 0.622
P2 5.831 -1.796 1.015
O5 5.410 -1.539 2.583
O6 6.978 -2.723 0.993
O7 4.532 -2.109 0.310
H5 8.057 1.193 -0.927
H6 6.162 -1.812 3.116
Se1 -4.307 3.775 1.288
P3 -3.568 1.877 0.716
C6 -4.264 0.552 1.750
C7 -5.048 -0.486 1.266
C8 -5.572 -1.428 2.141
C9 -5.303 -1.344 3.498
C10 -4.501 -0.316 3.982
C11 -3.987 0.628 3.114
C12 -3.988 1.534 -1.016
C13 -5.319 1.409 -1.414
C14 -5.637 1.307 -2.756
C15 -4.631 1.359 -3.715
C16 -3.310 1.519 -3.325
C17 -2.988 1.610 -1.980
C18 -1.824 1.543 0.816
C19 -0.611 2.229 0.955
N2 0.363 1.315 0.843
N3 -0.211 0.146 0.638
N4 -1.520 0.243 0.639
P4 -0.184 3.950 1.190
Se2 1.859 4.369 1.471
C20 -1.120 4.483 2.651
C21 -1.443 5.816 2.879
C22 -2.046 6.195 4.067
C23 -2.298 5.252 5.054
C24 -1.930 3.931 4.851
C25 -1.339 3.548 3.658
C26 -0.823 4.667 -0.360
C27 -1.743 5.695 -0.494
C28 -2.127 6.123 -1.759
C29 -1.592 5.529 -2.891
C30 -0.666 4.502 -2.761
C31 -0.279 4.075 -1.504
H7 -5.235 -0.580 0.205
H8 -6.184 -2.234 1.756
H9 -5.710 -2.081 4.180
H10 -4.279 -0.251 5.040
H11 -3.382 1.445 3.490
H12 -6.107 1.419 -0.671
H13 -6.672 1.208 -3.059
H14 -4.880 1.283 -4.766
H15 -2.521 1.572 -4.064
H16 -1.955 1.734 -1.682
H17 -1.208 6.567 2.138
H18 -2.313 7.232 4.226
H19 -2.765 5.551 5.984
H20 -2.104 3.192 5.623
H21 -1.043 2.516 3.506
H22 -2.202 6.142 0.375
H23 -2.863 6.911 -1.854
H24 -1.899 5.863 -3.875
H25 -0.242 4.024 -3.635
H26 0.459 3.284 -1.410
N5 3.266 0.427 1.320
H27 2.373 0.502 1.799
H28 3.522 1.368 1.027
H29 3.974 0.104 1.973
C32 0.637 -3.004 4.339
C33 1.901 -2.860 3.788
C34 2.046 -2.592 2.434
C35 0.925 -2.472 1.613
C36 -0.342 -2.564 2.184
C37 -0.484 -2.840 3.535
P5 1.232 -2.085 -0.149
C38 1.933 -3.727 -0.726
C39 1.844 -3.990 -2.096
C40 2.377 -5.140 -2.648
C41 3.034 -6.061 -1.842
C42 3.142 -5.810 -0.484
C43 2.598 -4.656 0.066
C44 -0.388 -2.405 -0.966
C45 -0.942 -1.493 -1.855
C46 -2.156 -1.764 -2.474
C47 -2.831 -2.944 -2.209
C48 -2.274 -3.871 -1.336
C49 -1.061 -3.602 -0.725
H30 0.523 -3.221 5.395
H31 2.785 -2.941 4.409
H32 3.036 -2.460 2.012
H33 -1.221 -2.387 1.579
H34 -1.478 -2.914 3.962
H35 1.343 -3.279 -2.745
H36 2.292 -5.308 -3.715
H37 3.462 -6.958 -2.272
H38 3.663 -6.509 0.159
H39 2.699 -4.497 1.129
H40 -0.399 -0.583 -2.079
H41 -2.579 -1.042 -3.160
H42 -3.785 -3.144 -2.683
H43 -2.779 -4.810 -1.139
H44 -0.624 -4.338 -0.061

Atomic partial charges in e from the Löwdin method, atoms 1 to 2:
1 V 0.45
2 S 0.57

So what do the calculations give for energy above the lowest of the compared OMol25 structures with the same formula, charge and spin? Going down the list: 132.4, 6.6, 0.0, 8.3, 0.9, 4.9, 15.9, 0.0 kcal per mole.
So what do the calculations give for E? Going down the list: -30095.7229, -21275.4534, -74517.1109, -103792.4718, -241543.7879, -82829.0141, -103316.0651, -286985.3869 eV.